1.
ORCA calculation (ωB97M-V/def2-TZVPD) on a structure of composition C21H14AuBrN5O2S.

HOMO, eV: -11.32
Orbital gap, eV: 6.90
LUMO, eV: -4.419
Energy relative to the best compared isomer or geometry (same formula, charge and spin), kcal/mol: 0.0

```
! wB97M-V def2-TZVPD RIJCOSX def2/J DEFGRID3
* xyz 1 1
Au -0.01540 0.02174 0.05675
O -2.31613 0.37420 -5.62958
C -1.75460 0.25976 -4.43146
C -0.67530 -0.58553 -4.15614
C -0.18242 -0.62074 -2.87839
N -0.70225 0.11889 -1.88547
C -1.72906 0.94461 -2.15446
Br -2.39192 1.99921 -0.74788
C -2.28461 1.04365 -3.40541
H -1.89288 -0.19454 -6.28600
H -0.22806 -1.20017 -4.92521
H 0.65646 -1.24980 -2.61516
H -3.10919 1.71203 -3.60256
N -3.79475 -3.58616 8.89663
C -3.36400 -3.18629 7.91041
C -2.82754 -2.68585 6.67317
C -1.45640 -2.74304 6.43822
C -0.94462 -2.25790 5.24838
C -1.79641 -1.72768 4.27977
C -3.16920 -1.68051 4.52108
C -3.68460 -2.14944 5.71520
C -1.24354 -1.22621 3.00048
C -0.24643 -0.26051 3.05426
C 0.22240 0.42721 4.19990
C 1.23878 1.26507 3.80388
C 1.38294 1.09955 2.42260
N 0.50934 0.18754 1.96782
C -1.75296 -1.76869 1.81028
C -2.66088 -2.83463 1.67159
C -2.88733 -3.01911 0.31943
C -2.11244 -2.07123 -0.34338
N -1.43342 -1.31459 0.53768
H -0.80008 -3.16497 7.18646
H 0.11798 -2.31906 5.05425
H -3.83035 -1.24880 3.78132
H -4.74652 -2.10012 5.91143
H -0.18420 0.31405 5.19078
H 1.82530 1.92971 4.41476
H 2.06979 1.59551 1.76045
H -3.06044 -3.41975 2.48266
H -3.52859 -3.74777 -0.14639
H -2.03475 -1.91147 -1.40545
O 2.36524 3.52072 -0.24350
S 2.16399 2.35768 -1.07826
N 1.44616 1.18611 -0.55032
*
```

***

2.
ORCA calculation (ωB97M-V/def2-TZVPD) on a structure of composition C21H14Br2F3KN6O.

HOMO, eV: -6.22
Orbital gap, eV: 5.94
LUMO, eV: -0.277
Energy relative to the best compared isomer or geometry (same formula, charge and spin), kcal/mol: 0.0

```
! wB97M-V def2-TZVPD RIJCOSX def2/J DEFGRID3
* xyz 0 1
K 1.37842 0.06828 -0.00550
Br 4.42968 -2.13120 3.90184
C 2.99788 -3.00853 3.02748
C 2.64832 -4.28196 3.48389
C 1.63009 -4.98945 2.91867
Br 1.20148 -6.70808 3.58501
C 0.89553 -4.41714 1.84101
C -0.18518 -5.07508 1.21633
C -0.86289 -4.45900 0.20491
C -0.44770 -3.17267 -0.17679
N 0.55400 -2.53205 0.37040
C 1.24884 -3.12804 1.37617
C 2.36341 -2.35176 1.96710
O 2.64915 -1.20735 1.53651
H 3.20992 -4.70065 4.30875
H -0.46999 -6.06346 1.54944
H -1.69697 -4.93207 -0.29426
H -0.98114 -2.65708 -0.97242
N 1.48274 4.62983 1.31575
C 2.50725 4.93075 0.44383
C 2.64778 3.83160 -0.33972
N 1.75092 2.85508 0.02573
C 1.07189 3.36678 1.02288
C -0.01647 2.70729 1.74848
N -0.47453 1.50693 1.50284
C -1.48734 1.30985 2.41042
C -1.63396 2.40032 3.20626
N -0.68710 3.30400 2.77123
H 1.14318 5.23001 2.04488
H 3.01463 5.87705 0.47978
H 3.35273 3.69629 -1.14105
H -2.04679 0.39187 2.45163
H -2.29189 2.62813 4.02461
H -0.52133 4.21024 3.16918
F -2.83494 1.21793 -6.55088
C -3.38606 1.25930 -5.32263
F -3.98563 2.45315 -5.18916
F -4.34838 0.31730 -5.28868
C -2.35389 1.01780 -4.25384
C -2.10923 1.94485 -3.25881
C -1.14200 1.64594 -2.30747
N -0.44122 0.52032 -2.29948
C -0.68947 -0.36433 -3.26546
C -1.62948 -0.16688 -4.26071
H -2.64580 2.88088 -3.20855
H -0.92054 2.34846 -1.51198
H -0.10792 -1.27832 -3.24102
H -1.77997 -0.92511 -5.01655
*
```

***

3.
ORCA calculation (ωB97M-V/def2-TZVPD) on a structure of composition C21H14BrFN3O6Ru.

HOMO (spin up / spin down), eV: -8.75 / -8.72
Orbital gap (spin up / spin down), eV: 7.61 / 7.92
LUMO (spin up / spin down), eV: -1.139 / -0.801
Energy relative to the best compared isomer or geometry (same formula, charge and spin), kcal/mol: 14.4
⟨S²⟩: 0.8962

```
! wB97M-V def2-TZVPD RIJCOSX def2/J DEFGRID3
* xyz 0 2
Ru -0.32726 -0.39511 -0.58451
O -0.62275 3.47210 -1.73096
C -0.62873 2.42059 -1.14401
O -0.55874 1.22770 -1.68846
C -0.78532 2.32726 0.35682
C -1.03911 3.35107 1.24755
C -1.29445 3.01245 2.57164
C -1.33426 1.67674 2.95972
C -1.06401 0.71359 2.00809
N -0.75781 1.06849 0.77107
C -1.12186 -0.79699 2.17040
O -1.37774 -1.30451 3.23421
O -0.88128 -1.42463 1.04302
H -1.05482 4.37141 0.89208
H -1.49761 3.78954 3.29646
H -1.58547 1.36973 3.96543
C 2.06657 -0.21462 2.97172
O 1.95307 -0.04810 1.56313
C 3.10536 -0.05735 0.85098
C 4.36776 -0.12319 1.41449
C 5.49184 -0.12495 0.59614
Br 7.20496 -0.20909 1.39541
C 5.37939 -0.07072 -0.76947
C 4.10893 -0.01297 -1.34928
C 2.96997 -0.00416 -0.54416
O 1.73870 0.04944 -1.10018
C 3.92995 0.02464 -2.79982
N 2.74616 0.04236 -3.35954
C 2.95630 0.06930 -4.72755
C 2.04529 0.09584 -5.77909
C 2.55683 0.12101 -7.06005
C 3.94066 0.12017 -7.29784
C 4.85439 0.09423 -6.26269
C 4.33176 0.06874 -4.97493
N 4.92828 0.04172 -3.72408
H 2.63767 0.60277 3.41801
H 2.53466 -1.17122 3.21190
H 1.05542 -0.20661 3.36702
H 4.49313 -0.17718 2.48447
H 6.27168 -0.08000 -1.37913
H 1.84372 0.01147 -2.13402
H 0.98148 0.09619 -5.58566
H 1.88017 0.14183 -7.90341
H 4.29963 0.14063 -8.31798
H 5.91977 0.09324 -6.44989
H 5.91387 0.02571 -3.53464
F -0.01693 -1.89718 -1.69062
*
```

***

4.
ORCA calculation (ωB97M-V/def2-TZVPD) on a structure of composition C21H14Cl2N5O3RhS2.

HOMO, eV: -7.37
Orbital gap, eV: 6.45
LUMO, eV: -0.922
Energy relative to the best compared isomer or geometry (same formula, charge and spin), kcal/mol: 0.0

```
! wB97M-V def2-TZVPD RIJCOSX def2/J DEFGRID3
* xyz 0 1
Rh -0.46577 0.40967 -0.44753
Cl 5.91899 0.29702 -2.82089
C 4.53554 0.57497 -1.81853
C 3.29885 0.11502 -2.24997
C 2.17257 0.32259 -1.46846
N 0.86728 -0.06324 -1.81589
C 0.47437 -0.70546 -2.92379
O 1.14954 -1.03903 -3.88956
C -1.00612 -1.02020 -2.87482
C -1.55998 -1.87097 -3.81321
C -2.88960 -2.23185 -3.69348
C -3.63706 -1.69742 -2.65362
C -3.02281 -0.82928 -1.77333
N -1.73448 -0.49995 -1.87094
C 2.29519 0.98447 -0.22130
C 3.53421 1.45295 0.18749
C 4.65025 1.25017 -0.61273
Cl 6.17675 1.86347 -0.07446
N 1.10050 1.12264 0.50308
C 0.91435 1.82186 1.63157
O 1.73838 2.45027 2.28302
C -0.53031 1.75344 2.08085
C -0.92406 2.37591 3.25036
C -2.23241 2.24085 3.67972
C -3.10718 1.47381 2.92363
C -2.64846 0.90554 1.75013
N -1.39558 1.05413 1.32537
H 3.20711 -0.40048 -3.19244
H -0.91245 -2.24060 -4.59605
H -3.34001 -2.92371 -4.39242
H -4.67613 -1.95741 -2.51247
H -3.57459 -0.37945 -0.95967
H 3.62384 1.97090 1.12867
H -0.17673 2.93791 3.79334
H -2.56874 2.71440 4.59224
H -4.12875 1.31086 3.23548
H -3.29689 0.29689 1.13478
C 0.21470 -3.44986 3.81029
O -0.38503 -3.02557 2.58406
C 0.29040 -2.17982 1.80824
S 1.73473 -1.49053 2.18165
S -0.55178 -1.92557 0.30617
H -0.58099 -3.93403 4.36972
H 0.61560 -2.60011 4.35785
H 1.01920 -4.15667 3.60784
N -0.11147 3.06835 -1.99080
C -0.65759 2.26526 -1.36602
H 0.58262 3.58783 -2.49318
*
```

***

5.
ORCA calculation (ωB97M-V/def2-TZVPD) on the molecule C21H14ClN3O2S.

HOMO, eV: -7.99
Orbital gap, eV: 7.58
LUMO, eV: -0.415
Energy relative to the best compared isomer or geometry (same formula, charge and spin), kcal/mol: 0.0

```
! wB97M-V def2-TZVPD RIJCOSX def2/J DEFGRID3
* xyz 0 1
C -6.49756 -3.87444 -0.01733
C -5.11988 -3.28768 -0.00299
C -4.00334 -4.11963 0.01400
C -2.73270 -3.57875 0.02559
C -2.54074 -2.20777 0.02034
C -3.64540 -1.36391 0.00321
N -3.57080 0.02468 -0.00291
C -2.52727 0.88257 0.00051
S -0.85153 0.45861 0.00742
C -0.36760 2.14688 0.00620
C 0.97805 2.61063 0.00700
O 1.25969 3.81626 0.00758
C 2.04919 1.60665 0.00536
C 3.40120 1.80476 0.01019
C 3.99096 0.51071 0.00379
C 5.29932 0.02716 0.00388
C 5.46849 -1.34004 -0.00513
Cl 7.07022 -1.99400 -0.00581
C 4.38966 -2.23111 -0.01403
C 3.09062 -1.76799 -0.01390
C 2.90601 -0.39398 -0.00483
O 1.73817 0.27991 -0.00349
C -1.48277 2.99153 0.00065
N -1.38034 4.32533 0.00271
C -2.70798 2.26662 -0.00375
C -3.96872 2.86743 -0.01205
N -5.01196 3.35191 -0.01991
C -4.92763 -1.91837 -0.00809
H -7.25603 -3.09631 -0.00520
H -6.64316 -4.51751 0.84930
H -6.63798 -4.48352 -0.90928
H -4.13734 -5.19082 0.01828
H -1.87170 -4.22984 0.03921
H -1.54001 -1.81249 0.03024
H -4.47564 0.48498 -0.01101
H 3.89388 2.75474 0.01726
H 6.14267 0.69821 0.01051
H 4.58650 -3.29115 -0.02117
H 2.25008 -2.44243 -0.02086
H -2.19717 4.90882 -0.01516
H -0.43750 4.70074 -0.00039
H -5.78484 -1.25843 -0.02103
*
```

***

6.
ORCA calculation (ωB97M-V/def2-TZVPD) on a structure of composition C21H14F4N5O4PdSe2.

HOMO (spin up / spin down), eV: -5.05 / -5.63
Orbital gap (spin up / spin down), eV: 6.76 / 5.33
LUMO (spin up / spin down), eV: 1.711 / -0.301
Energy relative to the best compared isomer or geometry (same formula, charge and spin), kcal/mol: 23.9
⟨S²⟩: 2.0468

```
! wB97M-V def2-TZVPD RIJCOSX def2/J DEFGRID3
* xyz -1 3
Pd -0.23487 -0.52681 1.45515
O -2.79376 -1.88165 1.81716
C -3.95733 -1.33059 1.23761
C -3.62225 -0.63681 -0.08640
C -4.93545 -0.56020 -0.89035
O -5.99281 0.13658 -0.24242
C -2.66146 -1.49210 -0.93076
Se -0.72453 -1.21188 -0.78070
C -3.10541 0.79674 0.06151
Se -1.84596 1.12429 1.49233
H -3.00326 -2.30089 2.65732
H -4.42935 -0.61020 1.92179
H -4.68924 -2.12367 1.02290
H -5.25000 -1.57856 -1.14906
H -4.75270 -0.02336 -1.82179
H -6.19718 -0.31318 0.58303
H -2.86805 -1.29132 -1.98458
H -2.85144 -2.54836 -0.74396
H -3.92947 1.49472 0.20842
H -2.56569 1.07170 -0.84697
F 2.15027 1.11754 -0.48263
C 2.70680 0.86496 -1.67251
C 2.79991 1.89017 -2.56159
F 2.31880 3.07960 -2.18952
C 3.39038 1.75680 -3.84755
C 3.88523 0.44908 -4.10129
C 3.78655 -0.57772 -3.21293
F 4.28879 -1.76307 -3.57615
C 3.17674 -0.44705 -1.94149
C 3.02371 -1.51784 -1.03440
C 2.35776 -1.37180 0.19152
N 1.79759 -1.30948 1.20311
C 3.44541 -2.85661 -1.29661
N 3.76301 -3.95337 -1.44810
F 4.47598 0.19752 -5.27394
C 3.47836 2.81221 -4.77178
C 4.11517 2.69466 -6.04159
N 4.61732 2.68133 -7.07884
C 2.93349 4.10884 -4.53794
N 2.50888 5.17429 -4.42629
O 0.04641 -2.26785 3.99137
C 0.28667 -1.11600 4.29450
C 0.63591 -0.64398 5.70083
C 0.64837 0.87465 5.58071
C 0.33017 1.13349 4.11309
O 0.16306 2.24109 3.63759
N 0.25122 -0.04771 3.43064
H 1.60179 -1.06656 5.97794
H -0.10406 -1.03725 6.39715
H 1.61932 1.32053 5.79692
H -0.08877 1.38505 6.19955
*
```